{
  "formula": "C32H42N6O4",
  "method": "wB97M-V/def2-TZVPD",
  "spin_multiplicity": 1,
  "total_charge": 0,
  "homo_energy_ev": -7.79,
  "smiles": "c1cc[nH]c1.c1cc[nH]c1.c1cc[nH]c1.c1cc[nH]c1.c1cc[nH]c1.c1cc[nH]c1.O=C1CCCO1.O=C1CCCO1",
  "orbital_gap_ha": 0.30283,
  "elements": ["C", "C", "C", "N", "C", "H", "H", "H", "H", "H", "C", "C", "C", "N", "C", "H", "H", "H", "H", "H", "C", "C", "C", "N", "C", "H", "H", "H", "H", "H", "C", "C", "C", "N", "C", "H", "H", "H", "H", "H", "C", "C", "C", "N", "C", "H", "H", "H", "H", "H", "C", "C", "C", "N", "C", "H", "H", "H", "H", "H", "O", "C", "C", "C", "C", "O", "H", "H", "H", "H", "H", "H", "O", "C", "C", "C", "C", "O", "H", "H", "H", "H", "H", "H"],
  "positions_angstrom": [[4.0041, 0.6197, -4.5371], [2.6347, 0.9526, -4.4126], [2.0198, 0.2895, -5.4390], [2.9681, -0.4321, -6.1576], [4.2119, -0.1716, -5.6178], [4.7515, 1.0839, -3.9077], [2.2076, 1.6319, -3.6991], [0.9927, 0.2456, -5.7622], [2.7630, -1.0876, -6.8860], [5.0869, -0.6782, -5.9862], [2.6039, -4.0057, 3.2011], [2.1580, -5.3177, 3.1462], [1.4462, -5.4338, 1.9707], [1.5614, -4.2546, 1.2850], [2.3618, -3.3860, 1.9854], [3.1181, -3.5437, 4.0323], [2.2819, -6.0488, 3.9280], [0.8649, -6.2548, 1.5841], [1.2609, -4.0491, 0.3275], [2.4614, -2.3828, 1.6130], [-4.4480, 2.3948, 2.7942], [-4.9156, 2.8526, 4.0390], [-4.1021, 2.3138, 5.0095], [-3.0771, 1.6253, 4.3978], [-3.2642, 1.7550, 3.0371], [-4.8793, 2.6413, 1.8382], [-5.8060, 3.4215, 4.2544], [-4.0479, 2.4568, 6.0768], [-2.2943, 1.2293, 4.8914], [-2.5150, 1.3059, 2.4027], [-2.4628, 3.8424, -1.6702], [-2.0868, 4.4167, -0.4457], [-0.8414, 4.9626, -0.6558], [-0.6822, 5.0652, -2.0277], [-1.6233, 4.2958, -2.6608], [-3.3389, 3.2274, -1.8171], [-2.6552, 4.4019, 0.4696], [-0.1049, 5.4675, -0.0506], [0.1184, 5.4712, -2.4772], [-1.5286, 4.0223, -3.6971], [0.1682, -3.5248, -1.3242], [0.9824, -3.4199, -2.4845], [1.5817, -2.1842, -2.3889], [1.1497, -1.5475, -1.2772], [0.1407, -2.2758, -0.7077], [-0.5869, -4.2839, -1.1702], [1.0910, -4.1583, -3.2598], [2.3348, -1.6497, -2.9507], [1.3286, -0.5683, -1.1053], [-0.5062, -1.7883, 0.0027], [1.9849, 0.3148, 1.2024], [2.8306, 0.8644, 0.2328], [2.1206, 1.5879, -0.6678], [0.8128, 1.6570, -0.2213], [0.7596, 0.9231, 0.9276], [2.0878, -0.2649, 2.1002], [3.8780, 0.7905, -0.0335], [2.4339, 2.1255, -1.5454], [0.0989, 2.2161, -0.6597], [-0.2411, 0.8209, 1.3274], [-0.6145, 0.7162, -2.6201], [-1.5155, -0.0527, -2.7825], [-1.8114, -0.9054, -3.9923], [-3.3230, -1.1003, -3.9663], [-3.6615, -0.8282, -2.5020], [-2.5281, -0.1664, -1.8941], [-1.3995, -0.5611, -4.9326], [-1.4615, -1.9141, -3.7430], [-3.7956, -0.3665, -4.6199], [-3.6185, -2.1240, -4.1756], [-4.4670, -0.1239, -2.2924], [-3.8330, -1.7547, -1.9503], [0.2863, 2.2416, 5.9408], [0.5347, 1.2012, 5.3944], [1.7455, 0.3542, 5.4845], [1.2811, -0.9618, 4.8218], [-0.1087, -0.6901, 4.1811], [-0.3916, 0.6664, 4.5560], [2.6434, 0.7124, 4.9878], [2.0092, 0.2646, 6.5387], [1.9792, -1.1170, 4.0042], [1.2522, -1.8075, 5.5036], [0.0376, -0.9208, 3.1254], [-0.8933, -1.3423, 4.5596]]
}

***

{
  "formula": "C13H21FeN5",
  "method": "wB97M-V/def2-TZVPD",
  "spin_multiplicity": 6,
  "total_charge": 3,
  "homo_energy_ev": [-19.62, -19.96],
  "orbital_gap_ha": [0.32982, 0.21321],
  "elements": ["Fe", "C", "C", "N", "C", "C", "N", "C", "C", "N", "H", "H", "H", "H", "H", "H", "H", "H", "H", "H", "H", "H", "H", "H", "H", "N", "C", "N", "C", "C", "C", "C", "C", "C", "H", "H", "H", "H", "H", "H"],
  "positions_angstrom": [[0.5272, -1.1024, 0.1332], [0.5245, 1.7155, 1.6164], [0.3884, 0.5752, 2.6518], [1.1525, -0.6378, 2.1979], [2.6356, -0.3223, 2.1948], [3.4574, -1.0193, 1.1003], [2.6865, -1.1658, -0.1699], [2.7810, 0.0282, -1.0480], [2.2187, 1.3005, -0.4045], [0.8532, 1.0893, 0.2511], [1.3523, 2.3560, 1.9121], [-0.4247, 2.2932, 1.5042], [-0.6314, 0.3056, 2.8505], [0.8149, 0.9115, 3.5970], [1.0151, -1.3567, 2.9282], [3.0544, -0.5574, 3.1779], [2.7527, 0.7355, 2.0703], [3.7744, -2.0068, 1.3974], [4.3300, -0.3994, 0.9187], [3.0794, -1.9437, -0.7028], [2.2794, -0.1931, -1.9833], [3.8422, 0.2105, -1.3095], [2.0381, 1.9901, -1.2804], [2.8995, 1.7625, 0.2860], [0.2296, 1.5626, -0.3666], [-3.4459, -0.9377, 0.3525], [-2.1774, -1.2559, 0.5658], [-1.3931, -0.9944, -0.4976], [-2.2321, -0.4395, -1.4548], [-1.9684, -0.0023, -2.7751], [-3.0738, 0.3117, -3.5642], [-4.4030, 0.0944, -3.1197], [-4.6186, -0.2759, -1.7390], [-3.4989, -0.4890, -0.9296], [-4.1863, -1.1398, 1.0212], [-1.8360, -1.6781, 1.5159], [-0.9779, 0.0909, -3.2138], [-2.9207, 0.6818, -4.5619], [-5.2661, 0.3255, -3.7576], [-5.6329, -0.4235, -1.3648]]
}

***

{
  "formula": "C43H87BCl2F2N8O12P",
  "method": "wB97M-V/def2-TZVPD",
  "spin_multiplicity": 1,
  "total_charge": 1,
  "homo_energy_ev": -9.80,
  "orbital_gap_ha": 0.22714,
  "elements": ["C", "C", "O", "C", "C", "C", "C", "C", "C", "C", "C", "C", "O", "C", "N", "C", "C", "C", "C", "Cl", "C", "C", "Cl", "C", "C", "B", "O", "O", "N", "P", "N", "C", "C", "C", "N", "N", "C", "O", "F", "C", "O", "F", "H", "H", "H", "H", "H", "H", "H", "H", "H", "H", "H", "H", "H", "H", "H", "H", "H", "H", "H", "H", "H", "H", "H", "H", "H", "H", "H", "H", "H", "H", "H", "H", "H", "H", "H", "H", "H", "H", "H", "H", "H", "H", "C", "O", "C", "C", "N", "C", "C", "O", "C", "H", "H", "H", "H", "H", "H", "H", "H", "H", "H", "H", "H", "H", "H", "H", "C", "O", "C", "C", "N", "C", "C", "O", "C", "H", "H", "H", "H", "H", "H", "H", "H", "H", "H", "H", "H", "H", "H", "H", "C", "O", "C", "C", "N", "C", "C", "O", "C", "H", "H", "H", "H", "H", "H", "H", "H", "H", "H", "H", "H", "H", "H", "H"],
  "positions_angstrom": [[8.0372, -0.3277, -2.8782], [7.2240, -0.4814, -4.2022], [6.0384, 0.3113, -4.2088], [5.3361, -0.0458, -5.4051], [3.9497, 0.6525, -5.4956], [2.8064, -0.2156, -4.8480], [2.6644, 0.1642, -3.3152], [1.8839, 1.5075, -3.2518], [1.0623, 2.0093, -2.0215], [0.0543, 3.0066, -2.7069], [0.7804, 4.0393, -3.7292], [0.0746, 4.1254, -5.1373], [0.0091, 5.1909, -4.0356], [1.8414, 2.5141, -0.7458], [1.6932, 3.8754, -0.2588], [1.6261, 4.9761, -0.8989], [0.4055, 5.9098, -0.6186], [2.6103, 5.7016, -1.8430], [3.3931, 2.2159, -0.6242], [4.6087, 3.5275, -0.6160], [3.9903, 1.0319, -0.4536], [5.5142, 0.8378, -0.3320], [3.0933, -0.4743, -0.2865], [1.2766, 1.7688, 0.5462], [1.8706, 2.0860, 1.8791], [2.7538, 1.0193, 2.6826], [2.5478, -0.3456, 2.7340], [3.8221, 1.5087, 3.4608], [0.3276, 0.9577, 0.1489], [-0.3091, -0.1162, 1.4231], [-1.7788, -0.6464, 1.2938], [-0.0711, 1.0571, -1.3149], [-0.1689, -0.4355, -1.7330], [-0.4147, -0.7448, -3.2463], [-1.5844, -1.6252, -3.4563], [-1.4250, 1.6133, -1.2197], [-2.5531, 1.1251, -1.9412], [-3.0376, 1.7612, -2.7674], [-3.1681, -0.0319, -1.6735], [-1.8644, 2.4186, -0.1691], [-2.9325, 2.2490, 0.2557], [-1.1763, 3.4340, 0.3650], [7.7322, 0.5707, -2.3101], [9.1149, -0.2407, -3.1106], [7.8719, -1.2125, -2.2383], [7.9058, -0.2108, -5.0406], [6.9955, -1.5621, -4.3315], [5.9380, 0.2703, -6.2901], [5.2158, -1.1473, -5.4998], [3.7231, 0.8583, -6.5588], [4.0689, 1.6258, -4.9735], [1.8444, -0.1021, -5.3826], [3.1293, -1.2716, -4.9132], [3.7173, 0.2889, -2.9879], [2.2470, -0.7237, -2.8300], [1.1982, 1.4813, -4.1195], [2.6980, 2.2466, -3.4024], [-0.3950, 3.7558, -2.0382], [-0.6367, 2.5379, -3.4194], [1.8858, 4.1263, -3.7203], [-0.9675, 3.7751, -5.1937], [0.5267, 4.7835, -5.8877], [0.7101, 6.9793, -0.6511], [0.0270, 5.7612, 0.4113], [-0.3749, 5.7969, -1.3923], [3.1810, 4.9876, -2.4741], [3.3657, 6.2630, -1.2636], [2.0853, 6.3715, -2.5496], [5.8790, 1.3637, 0.5704], [5.7747, -0.2309, -0.3066], [6.0035, 1.3060, -1.2061], [2.4572, 3.0259, 1.8615], [1.0125, 2.3341, 2.5552], [2.3105, -0.6097, 3.6435], [3.3957, 2.0022, 4.1867], [0.5763, -1.2318, 1.4164], [-0.2042, 0.5255, 2.6950], [-2.2082, -0.2335, 0.4663], [0.7125, -1.0380, -1.4407], [-0.9987, -0.9436, -1.1933], [-0.5985, 0.2094, -3.7958], [0.4364, -1.2272, -3.7623], [-1.5603, -1.9371, -4.4234], [-1.5579, -2.4155, -2.8137], [-2.9946, -4.8702, -2.5357], [-1.6397, -4.8734, -2.1063], [-1.4800, -5.1382, -0.7125], [-0.9185, -6.5314, -0.4705], [-1.8937, -7.5664, -0.7945], [-1.3374, -8.9190, -0.8906], [-0.2212, -9.1813, -1.9051], [-0.6306, -9.1290, -3.2623], [-0.7344, -7.8271, -3.8066], [-3.0316, -4.4239, -3.5298], [-3.3892, -5.8866, -2.6087], [-3.6238, -4.2753, -1.8677], [-2.4096, -4.9774, -0.1586], [-0.7491, -4.4111, -0.3435], [-0.6340, -6.6249, 0.5821], [-0.0105, -6.6241, -1.0792], [-2.3269, -7.3441, -1.6805], [-2.1718, -9.5802, -1.1373], [-0.9845, -9.2149, 0.1038], [0.1174, -10.2086, -1.7443], [0.6594, -8.5480, -1.7431], [0.0267, -7.1494, -3.4117], [-1.7356, -7.4233, -3.6411], [-0.5956, -7.9048, -4.8858], [-0.0618, -2.2881, 9.9787], [1.3463, -2.4276, 10.0552], [1.8060, -3.7717, 9.9419], [2.4757, -4.0163, 8.5980], [1.5060, -4.0040, 7.5054], [2.0970, -3.9147, 6.1704], [2.9885, -2.7137, 5.8446], [2.2979, -1.4699, 5.7510], [2.0159, -0.8484, 6.9982], [-0.3166, -1.2845, 10.3188], [-0.4212, -2.3970, 8.9504], [-0.5704, -3.0096, 10.6238], [1.0059, -4.4939, 10.1300], [2.5586, -3.9066, 10.7234], [2.9790, -4.9873, 8.6188], [3.2388, -3.2390, 8.4723], [0.8857, -3.2146, 7.6260], [1.2635, -3.9126, 5.4618], [2.6655, -4.8326, 5.9849], [3.4062, -2.8894, 4.8487], [3.8481, -2.6258, 6.5166], [2.8064, -1.0131, 7.7315], [1.0538, -1.1881, 7.3825], [1.9289, 0.2259, 6.8250], [-5.0800, 4.0698, -1.2809], [-5.9332, 5.1966, -1.3425], [-7.2210, 4.9230, -1.8896], [-8.2954, 4.9396, -0.8128], [-8.1716, 3.7947, 0.0849], [-8.9544, 3.9004, 1.3187], [-8.6936, 5.0869, 2.2503], [-7.4379, 5.0549, 2.9117], [-6.3420, 5.5020, 2.1348], [-4.0674, 4.4274, -1.0874], [-5.3615, 3.4001, -0.4633], [-5.0762, 3.5181, -2.2256], [-7.2335, 3.9861, -2.4552], [-7.4342, 5.7327, -2.5931], [-9.2805, 4.9166, -1.2882], [-8.1983, 5.8899, -0.2749], [-7.2002, 3.6820, 0.3415], [-8.7643, 2.9853, 1.8859], [-10.0171, 3.8904, 1.0517], [-9.4417, 5.0348, 3.0464], [-8.8468, 6.0552, 1.7598], [-6.6144, 6.3182, 1.4619], [-5.9054, 4.6705, 1.5772], [-5.5744, 5.8660, 2.8197]]
}

***

{
  "formula": "C13H13BrNO2S2Tl",
  "method": "wB97M-V/def2-TZVPD",
  "spin_multiplicity": 1,
  "total_charge": 2,
  "homo_energy_ev": -15.35,
  "orbital_gap_ha": 0.23978,
  "elements": ["Tl", "C", "C", "C", "C", "C", "C", "H", "H", "H", "H", "H", "H", "O", "C", "C", "C", "N", "C", "Br", "C", "H", "H", "H", "H", "C", "O", "C", "S", "S", "H", "H", "H"],
  "positions_angstrom": [[-0.0778, 0.3339, -0.8397], [0.8105, -2.6443, 0.2744], [0.4076, -2.8456, -1.0428], [-0.9264, -2.6591, -1.3882], [-1.8453, -2.2642, -0.4199], [-1.4295, -2.0306, 0.8890], [-0.0949, -2.2028, 1.2368], [1.7957, -2.9831, 0.5846], [1.1094, -3.2166, -1.7726], [-1.2582, -2.8818, -2.3907], [-2.8926, -2.1849, -0.6672], [-2.1526, -1.7741, 1.6464], [0.2122, -2.0834, 2.2642], [0.1695, 5.3888, 3.5653], [0.3068, 4.3324, 2.7942], [1.5333, 3.8720, 2.2927], [1.5381, 2.7642, 1.4763], [0.4423, 2.0785, 1.1442], [-0.7149, 2.5287, 1.6270], [-2.2621, 1.5435, 1.0974], [-0.8525, 3.6260, 2.4359], [1.0041, 5.8484, 3.7391], [2.4554, 4.3830, 2.5258], [2.4597, 2.3964, 1.0413], [-1.8073, 3.9768, 2.7902], [6.2663, -0.0995, -1.7169], [5.1160, -0.8533, -1.2948], [4.5679, -0.5961, -0.1967], [4.7655, 0.4420, 1.1100], [3.1874, -1.0758, 0.6792], [6.2607, -0.1217, -2.8046], [7.1754, -0.5807, -1.3559], [6.2135, 0.9252, -1.3444]]
}